# 1
Here is 2 unconnected molecules or ions with the total composition C5H15N2O from OMol25. Energies are from wB97M-V/def2-TZVPD.

Last columns: bonded neighbours and bond lengths (Å).
Geometry (Å):
1 N -1.348 4.230 -1.287  H9 1.068, H10 1.052, H11 1.062
2 C -0.614 -0.242 -0.586  C3 1.485, C5 1.496, H12 1.120
3 C -0.712 1.234 -0.451  C2 1.485, O4 1.473, H13 1.041, H14 1.103
4 O -1.797 1.708 0.426  C3 1.473, H15 0.972
5 C 0.002 -0.980 0.560  C2 1.496, N6 1.433, H16 1.093, H17 1.097
6 N 1.355 -1.435 0.421  C5 1.433, C7 1.471, C8 1.448
7 C 1.429 -2.416 -0.672  N6 1.471, H18 1.199, H19 1.103, H20 1.018
8 C 1.864 -2.044 1.632  N6 1.448, H21 1.152, H22 1.081, H23 1.056
9 H -1.930 3.487 -0.785  N1 1.068
10 H -1.381 5.142 -0.764  N1 1.052
11 H -1.814 4.405 -2.226  N1 1.062
12 H -1.545 -0.707 -1.002  C2 1.120
13 H -1.004 1.660 -1.354  C3 1.041
14 H 0.198 1.714 -0.054  C3 1.103
15 H -2.316 0.935 0.706  O4 0.972
16 H -0.046 -0.205 1.330  C5 1.093
17 H -0.549 -1.838 0.963  C5 1.097
18 H 1.215 -3.540 -0.315  C7 1.199
19 H 2.391 -2.422 -1.211  C7 1.103
20 H 0.715 -2.080 -1.315  C7 1.018
21 H 1.322 -3.018 1.919  C8 1.152
22 H 1.664 -1.346 2.433  C8 1.081
23 H 2.902 -2.243 1.633  C8 1.056

HOMO: -0.475 Ha
charge: +1
calculated total energy: -10443.64982 eV
energy above the lowest of the compared OMol25 structures with the same formula, charge and spin: 666.81 kJ/mol
largest force on an atom: 0.0934 hartree/bohr

# 2
Here is 2 unconnected molecules or ions with the total composition C5H15N2O from OMol25. Energies are from wB97M-V/def2-TZVPD.

Last columns: bonded neighbours and bond lengths (Å).
Geometry (Å):
1 C -2.247 2.286 -0.304  C2 1.518, H8 1.109, H9 1.098, H10 1.095
2 C -0.940 2.108 0.446  C1 1.518, C3 1.521, H11 1.112, H12 1.104
3 C 0.041 1.152 -0.216  C2 1.521, C4 1.519, H13 1.118, H14 1.090
4 C -0.386 -0.277 -0.501  C3 1.519, N7 1.485, H15 1.100, H16 1.102
5 N 0.543 -2.788 1.031  C6 1.312, H17 1.010, H18 1.005
6 C -0.422 -1.969 1.376  N5 1.312, N7 1.297, H19 1.105
7 N -0.871 -0.931 0.742  C4 1.485, C6 1.297, H20 1.010
8 H -2.032 2.823 -1.250  C1 1.109
9 H -2.643 1.305 -0.599  C1 1.098
10 H -3.058 2.819 0.204  C1 1.095
11 H -0.349 3.038 0.595  C2 1.112
12 H -1.153 1.900 1.509  C2 1.104
13 H 0.518 1.611 -1.117  C3 1.118
14 H 0.988 1.162 0.325  C3 1.090
15 H 0.444 -0.807 -0.991  C4 1.100
16 H -1.218 -0.368 -1.217  C4 1.102
17 H 1.091 -2.551 0.215  N5 1.010
18 H 0.641 -3.684 1.476  N5 1.005
19 H -1.045 -2.194 2.260  C6 1.105
20 H -1.673 -0.440 1.112  N7 1.010
21 H 4.118 -0.814 -2.013  O23 0.959
22 H 5.172 -1.976 -1.732  O23 0.972
23 O 4.483 -1.404 -1.351  H21 0.959, H22 0.972

HOMO: -0.524 Ha
charge: +1
calculated total energy: -10449.75563 eV
energy above the lowest of the compared OMol25 structures with the same formula, charge and spin: 77.69 kJ/mol
largest force on an atom: 0.0390 hartree/bohr

# 3
Here is 2 unconnected molecules or ions with the total composition C5H15N2O from OMol25. Energies are from wB97M-V/def2-TZVPD.

Last columns: bonded neighbours and bond lengths (Å).
Geometry (Å):
1 C 1.270 -0.221 1.284  C2 1.519, N7 1.467, H8 1.081, H9 1.125
2 C 1.355 -1.502 0.472  C1 1.519, C3 1.530, H10 1.107, H11 1.112
3 C 0.041 -2.062 -0.075  C2 1.530, C6 1.537, H12 1.054, H13 1.088
4 N -1.400 0.496 -2.456  C5 1.407, H14 1.012, H15 1.005
5 C -1.176 -0.423 -1.413  N4 1.407, C6 1.322, H16 1.095
6 C -0.213 -1.327 -1.400  C3 1.537, C5 1.322, H17 1.071
7 N 0.802 1.033 0.682  C1 1.467, H18 1.045, H19 1.026, H20 1.053
8 H 2.182 -0.136 1.860  C1 1.081
9 H 0.528 -0.610 2.035  C1 1.125
10 H 1.980 -1.446 -0.440  C2 1.107
11 H 2.101 -2.107 1.032  C2 1.112
12 H -0.823 -2.091 0.528  C3 1.054
13 H 0.347 -3.071 -0.344  C3 1.088
14 H -1.135 0.246 -3.399  N4 1.012
15 H -2.290 0.962 -2.427  N4 1.005
16 H -1.898 -0.321 -0.597  C5 1.095
17 H 0.370 -1.722 -2.208  C6 1.071
18 H -0.237 1.107 0.765  N7 1.045
19 H 1.229 1.805 1.206  N7 1.026
20 H 0.960 1.166 -0.350  N7 1.053
21 H -1.152 2.714 2.877  O23 0.976
22 H -0.940 3.732 2.004  O23 0.982
23 O -0.599 2.814 2.079  H21 0.976, H22 0.982

HOMO: -0.428 Ha
charge: +1
calculated total energy: -10448.50373 eV
energy above the lowest of the compared OMol25 structures with the same formula, charge and spin: 198.48 kJ/mol
largest force on an atom: 0.0646 hartree/bohr

# 4
Here is C5H15N2S in the gas phase from OMol25. Energies are from wB97M-V/def2-TZVPD.

Last columns: bonded neighbours and bond lengths (Å).
Geometry (Å):
1 N -1.935 0.831 1.351  C2 1.530, H9 1.044, H10 1.054, H11 1.031
2 C -0.732 0.124 0.725  N1 1.530, C3 1.511, C6 1.560, H12 1.091
3 C 0.544 0.561 1.406  C2 1.511, C4 1.543, H13 1.078, H14 1.092
4 C 1.659 -0.477 1.162  C3 1.543, S5 1.800, H15 1.094, H16 1.090
5 S 3.319 0.129 1.504  C4 1.800, H17 1.340
6 C -0.745 0.384 -0.813  C2 1.560, N7 1.455, H18 1.088, H19 1.086
7 N -0.862 -0.852 -1.571  C6 1.455, C8 1.463, H20 1.007
8 C 0.219 -1.123 -2.519  N7 1.463, H21 1.097, H22 1.082, H23 1.080
9 H -1.971 1.825 1.036  N1 1.044
10 H -2.804 0.294 1.091  N1 1.054
11 H -1.844 0.872 2.377  N1 1.031
12 H -0.988 -0.933 0.796  C2 1.091
13 H 0.424 0.686 2.471  C3 1.078
14 H 0.898 1.522 1.026  C3 1.092
15 H 1.490 -1.378 1.760  C4 1.094
16 H 1.597 -0.805 0.123  C4 1.090
17 H 3.354 1.044 0.526  S5 1.340
18 H -1.543 1.082 -1.055  C6 1.088
19 H 0.187 0.876 -1.078  C6 1.086
20 H -1.756 -0.956 -2.023  N7 1.007
21 H 0.436 -0.314 -3.227  C8 1.097
22 H -0.056 -1.992 -3.100  C8 1.082
23 H 1.108 -1.398 -1.970  C8 1.080

HOMO (alpha / beta): -0.132 / -0.346 Ha
charge: 0
spin multiplicity: 2
calculated total energy: -19240.14423 eV
energy above the lowest of the compared OMol25 structures with the same formula, charge and spin: 194.21 kJ/mol
largest force on an atom: 0.0244 hartree/bohr

# 5
Here is a gas-phase ion, C5H15N2S (charge +1) from OMol25. Energies are from wB97M-V/def2-TZVPD.

Last columns: bonded neighbours and bond lengths (Å).
Geometry (Å):
1 N -2.445 2.095 -1.352  C2 1.559, H9 1.020, H10 1.011, H11 1.022
2 C -1.292 1.130 -1.768  N1 1.559, C3 1.569, H12 1.074, H13 1.086
3 C -0.620 0.654 -0.433  C2 1.569, N4 1.420, H14 1.104, H15 1.096
4 N 0.710 0.203 -0.640  C3 1.420, C5 1.443, H16 1.011
5 C 1.042 -1.196 -0.513  N4 1.443, C6 1.540, H17 1.100, H18 1.105
6 C 1.815 -1.642 0.742  C5 1.540, C7 1.533, H19 1.095, H20 1.083
7 C 0.933 -1.464 1.984  C6 1.533, S8 1.827, H21 1.084, H22 1.101
8 S 0.904 0.171 2.798  C7 1.827, H23 1.346
9 H -2.164 3.067 -1.226  N1 1.020
10 H -3.167 2.030 -2.057  N1 1.011
11 H -2.725 1.741 -0.435  N1 1.022
12 H -1.823 0.282 -2.159  C2 1.074
13 H -0.532 1.632 -2.359  C2 1.086
14 H -1.227 -0.182 -0.045  C3 1.104
15 H -0.698 1.421 0.345  C3 1.096
16 H 1.406 0.891 -0.391  N4 1.011
17 H 1.537 -1.657 -1.380  C5 1.100
18 H 0.101 -1.775 -0.521  C5 1.105
19 H 2.089 -2.701 0.685  C6 1.095
20 H 2.742 -1.115 0.930  C6 1.083
21 H -0.115 -1.696 1.835  C7 1.084
22 H 1.346 -2.138 2.751  C7 1.101
23 H 2.183 0.250 3.208  S8 1.346

HOMO: -0.423 Ha
SMILES: [NH3+]CCNCCCS
charge: +1
calculated total energy: -19236.40671 eV
energy above the lowest of the compared OMol25 structures with the same formula, charge and spin: 135.71 kJ/mol
largest force on an atom: 0.0429 hartree/bohr

# 6
Here is C5H15N3 in the gas phase from OMol25. Energies are from wB97M-V/def2-TZVPD.

Last columns: bonded neighbours and bond lengths (Å).
Geometry (Å):
1 C 2.453 0.184 -1.102  N2 1.438, H9 1.097, H10 1.094, H11 1.101
2 N 1.197 -0.419 -0.747  C1 1.438, C3 1.618, H12 1.012
3 C 0.304 0.421 0.309  N2 1.618, C4 1.518, C5 1.497, H13 1.095
4 C 0.903 0.209 1.688  C3 1.518, H14 1.088, H15 1.088, H16 1.086
5 C -1.061 -0.140 0.060  C3 1.497, C6 1.525, N7 1.415, N8 1.668
6 C -1.644 0.163 -1.317  C5 1.525, H17 1.089, H18 1.087, H19 1.090
7 N -1.200 -1.491 0.458  C5 1.415, H20 1.010, H21 1.011
8 N -1.782 0.910 1.137  C5 1.668, H22 1.015, H23 1.016
9 H 3.306 -0.486 -1.261  C1 1.097
10 H 2.863 0.864 -0.349  C1 1.094
11 H 2.501 0.844 -1.982  C1 1.101
12 H 0.892 -1.150 -1.378  N2 1.012
13 H 0.371 1.467 -0.009  C3 1.095
14 H 1.965 0.440 1.669  C4 1.088
15 H 0.788 -0.826 2.003  C4 1.088
16 H 0.424 0.870 2.405  C4 1.086
17 H -1.215 -0.495 -2.071  C6 1.089
18 H -1.454 1.198 -1.589  C6 1.087
19 H -2.723 0.015 -1.292  C6 1.090
20 H -0.339 -2.020 0.440  N7 1.010
21 H -2.000 -1.963 0.060  N7 1.011
22 H -1.798 0.414 2.023  N8 1.015
23 H -2.752 0.992 0.845  N8 1.016

HOMO: -0.298 Ha
SMILES: CN[C@H](C)C(C)(N)N
charge: 0
calculated total energy: -9897.34434 eV
energy above the lowest of the compared OMol25 structures with the same formula, charge and spin: 174.34 kJ/mol
largest force on an atom: 0.0959 hartree/bohr

# 7
Here is 2 unconnected molecules or ions with the total composition C5H15N3 from OMol25. Energies are from wB97M-V/def2-TZVPD.

Last columns: bonded neighbours and bond lengths (Å).
Geometry (Å):
1 C 1.449 -0.533 -0.430  N6 1.322, N7 1.253, H9 1.053
2 C 0.363 2.687 -1.466  C4 1.482, H10 1.020, H11 1.103, H12 1.046
3 C -1.641 -1.228 2.179  N8 1.387, H13 1.151, H14 0.973, H15 1.199
4 C -0.579 1.542 -1.465  C2 1.482, C5 1.620, H16 1.152, H17 1.130
5 C -0.590 0.687 -0.089  C4 1.620, N7 1.336, H18 1.135, H19 1.124
6 N 2.210 -1.612 -0.353  C1 1.322, H20 1.051, H21 1.025
7 N 0.231 -0.362 -0.191  C1 1.253, C5 1.336
8 N -0.464 -1.784 1.700  C3 1.387, H22 1.053, H23 1.063
9 H 1.952 0.318 -0.791  C1 1.053
10 H 0.313 3.297 -0.650  C2 1.020
11 H 1.374 2.260 -1.354  C2 1.103
12 H 0.403 3.228 -2.360  C2 1.046
13 H -2.464 -2.028 2.087  C3 1.151
14 H -1.489 -0.921 3.090  C3 0.973
15 H -2.012 -0.314 1.497  C3 1.199
16 H -0.576 0.683 -2.232  C4 1.152
17 H -1.639 1.930 -1.419  C4 1.130
18 H -0.472 1.187 0.924  C5 1.135
19 H -1.671 0.408 -0.218  C5 1.124
20 H 3.005 -1.467 -1.026  N6 1.051
21 H 1.946 -2.533 0.010  N6 1.025
22 H 0.350 -1.570 2.332  N8 1.053
23 H -0.470 -2.808 1.414  N8 1.063

HOMO: -0.698 Ha
charge: +2
calculated total energy: -9875.77634 eV
energy above the lowest of the compared OMol25 structures with the same formula, charge and spin: 750.96 kJ/mol
largest force on an atom: 0.1403 hartree/bohr

# 8
Here is 2 unconnected molecules or ions with the total composition C5H15N3 from OMol25. Energies are from wB97M-V/def2-TZVPD.

Last columns: bonded neighbours and bond lengths (Å).
Geometry (Å):
1 C 2.534 -0.757 -0.339  N6 1.275, H9 1.119
2 C -2.929 -0.960 0.202  C4 1.608, H10 1.140, H11 1.161, H12 1.106
3 C 0.960 2.048 0.602  N8 1.514, H13 1.237, H14 1.057, H15 1.011
4 C -1.711 -0.231 -0.553  C2 1.608, C5 1.531, H16 1.138, H17 1.091
5 C -0.353 -0.662 0.008  C4 1.531, N7 1.373, H18 1.113, H19 1.083
6 N 2.693 -1.837 0.318  C1 1.275, H20 1.035, H21 1.049
7 N 0.670 -0.053 -0.676  C5 1.373, N8 1.428
8 N 0.823 1.365 -0.742  C3 1.514, N7 1.428, H22 1.104, H23 1.081
9 H 3.270 -0.285 -1.037  C1 1.119
10 H -3.884 -0.365 0.019  C2 1.140
11 H -3.007 -2.101 0.003  C2 1.161
12 H -2.706 -1.029 1.283  C2 1.106
13 H 2.166 2.125 0.869  C3 1.237
14 H 0.622 3.048 0.559  C3 1.057
15 H 0.529 1.400 1.248  C3 1.011
16 H -1.854 0.852 -0.236  C4 1.138
17 H -1.795 -0.268 -1.639  C4 1.091
18 H -0.170 -0.520 1.097  C5 1.113
19 H -0.253 -1.695 -0.299  C5 1.083
20 H 3.594 -2.345 0.358  N6 1.035
21 H 1.921 -2.540 0.425  N6 1.049
22 H -0.049 1.874 -1.187  N8 1.104
23 H 1.723 1.663 -1.262  N8 1.081

HOMO: -0.678 Ha
charge: +2
calculated total energy: -9875.28572 eV
energy above the lowest of the compared OMol25 structures with the same formula, charge and spin: 798.30 kJ/mol
largest force on an atom: 0.1409 hartree/bohr

# 9
Here is 2 unconnected molecules or ions with the total composition C5H15N4O from OMol25. Energies are from wB97M-V/def2-TZVPD.

Last columns: bonded neighbours and bond lengths (Å).
Geometry (Å):
1 C -0.070 0.673 1.932  C2 1.556, C3 1.479, H6 1.156, H7 1.087
2 C 1.227 0.538 2.781  C1 1.556, H8 1.095, H11 1.093, H12 1.093
3 C -0.736 -0.558 1.456  C1 1.479, O4 1.249, N5 1.346
4 O -1.404 -0.530 0.401  C3 1.249
5 N -0.629 -1.773 2.027  C3 1.346, H9 1.007, H10 1.011
6 H -0.785 1.083 2.743  C1 1.156
7 H 0.046 1.358 1.096  C1 1.087
8 H 1.023 -0.274 3.488  C2 1.095
9 H -1.306 -2.506 1.893  N5 1.007
10 H -0.188 -1.999 2.907  N5 1.011
11 H 1.245 1.467 3.356  C2 1.093
12 H 2.170 0.373 2.252  C2 1.093
13 C 0.796 1.782 -1.522  N15 1.473, H23 1.076, H24 1.086, H25 1.108
14 C -0.511 -0.376 -2.096  N15 1.327, N16 1.354, N17 1.337
15 N -0.357 0.899 -1.765  C13 1.473, C14 1.327, H18 1.018
16 N 0.624 -0.988 -2.508  C14 1.354, H19 1.012, H20 1.010
17 N -1.581 -1.118 -2.398  C14 1.337, H21 1.010, H22 1.006
18 H -1.084 1.154 -1.100  N15 1.018
19 H 1.566 -0.657 -2.348  N16 1.012
20 H 0.619 -1.537 -3.357  N16 1.010
21 H -2.436 -1.057 -1.863  N17 1.010
22 H -1.615 -1.976 -2.923  N17 1.006
23 H 0.946 2.087 -0.501  C13 1.076
24 H 0.716 2.677 -2.132  C13 1.086
25 H 1.726 1.258 -1.818  C13 1.108

HOMO: -0.489 Ha
charge: +1
calculated total energy: -13430.38132 eV
energy above the lowest of the compared OMol25 structures with the same formula, charge and spin: 128.02 kJ/mol
largest force on an atom: 0.0870 hartree/bohr

# 10
Here is 2 unconnected molecules or ions with the total composition C5H15NO from OMol25. Energies are from wB97M-V/def2-TZVPD.

Last columns: bonded neighbours and bond lengths (Å).
Geometry (Å):
1 C -0.764 -0.889 -1.467  C2 1.481, H7 1.077, H8 1.090, H9 1.114
2 C 0.394 -0.418 -0.674  C1 1.481, C3 1.496, N6 1.519, H10 1.156
3 C 0.601 1.056 -0.527  C2 1.496, C4 1.489, H11 1.161, H12 1.084
4 C -0.458 1.832 0.174  C3 1.489, C5 1.519, H13 1.159, H14 1.174
5 C -1.679 2.149 -0.673  C4 1.519, H15 1.150, H16 1.108, H17 1.094
6 N 1.573 -1.122 -1.325  C2 1.519, H18 0.992, H19 1.001
7 H -1.001 -0.130 -2.194  C1 1.077
8 H -1.652 -1.103 -0.872  C1 1.090
9 H -0.650 -1.809 -2.085  C1 1.114
10 H 0.252 -0.766 0.419  C2 1.156
11 H 0.605 1.391 -1.639  C3 1.161
12 H 1.553 1.276 -0.058  C3 1.084
13 H -0.048 2.875 0.468  C4 1.159
14 H -0.789 1.384 1.208  C4 1.174
15 H -1.437 2.650 -1.679  C5 1.150
16 H -2.507 2.785 -0.303  C5 1.108
17 H -2.150 1.204 -0.962  C5 1.094
18 H 2.477 -0.779 -1.103  N6 0.992
19 H 1.367 -2.100 -1.269  N6 1.001
20 H -0.300 -1.795 3.592  O22 0.900
21 H 0.711 -2.945 3.629  O22 0.926
22 O 0.499 -2.082 3.891  H20 0.900, H21 0.926

HOMO (alpha / beta): 0.044 / -0.207 Ha
charge: -1
spin multiplicity: 2
calculated total energy: -8963.60416 eV
energy above the lowest of the compared OMol25 structures with the same formula, charge and spin: 122.86 kJ/mol
largest force on an atom: 0.0955 hartree/bohr